No. 1
Density functional theory data (ωB97M-V/def2-TZVPD) for a 12-piece molecular cluster, C52H64F32O20 overall at a distorted geometry.

Last columns: bonded neighbours and bond lengths (Å).
CARTESIAN COORDINATES (ANGSTROEM)
1 F 5.50199 -1.84680 3.11317  C2 1.336
2 C 5.55908 -2.40857 1.90201  F1 1.336, F3 1.342, C4 1.521, H15 1.090
3 F 4.77103 -3.49497 1.91434  C2 1.342
4 C 5.18174 -1.48898 0.75072  C2 1.521, F5 1.312, F6 1.374, C7 1.536
5 F 5.91454 -0.40614 0.85984  C4 1.312
6 F 3.90032 -0.99585 0.78814  C4 1.374
7 C 5.52171 -2.11695 -0.60950  C4 1.536, O8 1.410, H16 1.090, H17 1.090
8 O 6.84382 -2.60387 -0.66063  C7 1.410, C9 1.481
9 C 7.22417 -3.27245 -1.92639  O8 1.481, F10 1.293, F11 1.353, C12 1.558
10 F 6.37290 -4.22577 -2.12535  C9 1.293
11 F 6.98508 -2.40563 -2.93723  C9 1.353
12 C 8.68529 -3.80976 -1.86563  C9 1.558, F13 1.352, F14 1.301, H18 1.090
13 F 8.68419 -4.75984 -0.90434  C12 1.352
14 F 9.19316 -4.43136 -2.88894  C12 1.301
15 H 6.57283 -2.76529 1.71992  C2 1.090
16 H 5.37331 -1.35095 -1.37063  C7 1.090
17 H 4.77977 -2.88561 -0.82578  C7 1.090
18 H 9.36049 -3.02538 -1.52365  C12 1.090
19 F -3.03532 5.59970 -0.16723  C20 1.325
20 C -1.86809 5.12145 -0.57382  F19 1.325, F21 1.298, C22 1.555, H33 1.090
21 F -1.98864 3.97315 -1.16587  C20 1.298
22 C -1.07329 6.20793 -1.35190  C20 1.555, F23 1.308, F24 1.367, C25 1.510
23 F -1.28111 7.43211 -0.94198  C22 1.308
24 F -1.61790 6.19870 -2.60569  C22 1.367
25 C 0.38107 5.88776 -1.59999  C22 1.510, O26 1.418, H34 1.090, H35 1.090
26 O 1.09937 5.65110 -0.40073  C25 1.418, C27 1.431
27 C 2.26334 6.47182 -0.26233  O26 1.431, F28 1.370, F29 1.351, C30 1.594
28 F 2.97879 6.26459 -1.41166  C27 1.370
29 F 1.85081 7.75292 -0.14036  C27 1.351
30 C 2.87732 6.02874 1.13996  C27 1.594, F31 1.312, F32 1.357, H36 1.090
31 F 3.98138 6.65438 1.47351  C30 1.312
32 F 2.01357 6.29764 2.15124  C30 1.357
33 H -1.36471 4.95294 0.37818  C20 1.090
34 H 0.67621 6.75092 -2.19661  C25 1.090
35 H 0.44790 5.06173 -2.30802  C25 1.090
36 H 3.21199 4.99162 1.16183  C30 1.090
37 F -0.38085 -0.52746 -3.28818  C38 1.344
38 C 0.06295 0.65772 -2.83607  F37 1.344, F39 1.391, C40 1.505, H51 1.090
39 F -0.32763 1.68742 -3.68519  C38 1.391
40 C -0.24400 0.87670 -1.37874  C38 1.505, F41 1.311, F42 1.362, C43 1.551
41 F -1.53768 0.85598 -1.16746  C40 1.311
42 F 0.18694 2.10217 -0.97041  C40 1.362
43 C 0.38226 -0.27815 -0.55393  C40 1.551, O44 1.434, H52 1.090, H53 1.090
44 O 0.11147 -0.12547 0.84554  C43 1.434, C45 1.432
45 C -0.35131 -1.28732 1.54327  O44 1.432, F46 1.321, F47 1.326, C48 1.576
46 F -1.43610 -1.66807 0.89291  C45 1.321
47 F 0.61661 -2.19386 1.51668  C45 1.326
48 C -0.76451 -0.99167 3.03486  C45 1.576, F49 1.371, F50 1.357, H54 1.090
49 F -1.44700 -2.03516 3.60433  C48 1.371
50 F 0.37143 -0.77988 3.74586  C48 1.357
51 H 1.14615 0.66376 -2.95748  C38 1.090
52 H 1.46737 -0.27310 -0.65698  C43 1.090
53 H -0.06174 -1.20416 -0.91927  C43 1.090
54 H -1.40424 -0.11188 3.10424  C48 1.090
55 F -5.20475 2.82971 9.23851  C56 1.303
56 C -4.75155 2.03096 8.31359  F55 1.303, F57 1.301, C58 1.550, H69 1.090
57 F -5.82476 1.52297 7.78279  C56 1.301
58 C -3.67720 2.67131 7.39853  C56 1.550, F59 1.316, F60 1.381, C61 1.554
59 F -2.57669 3.07206 7.99820  C58 1.316
60 F -4.13114 3.87049 6.88589  C58 1.381
61 C -3.42199 1.77019 6.15881  C58 1.554, O62 1.450, H70 1.090, H71 1.090
62 O -2.91978 0.49698 6.63709  C61 1.450, C63 1.386
63 C -3.40081 -0.68300 6.09109  O62 1.386, F64 1.324, F65 1.344, C66 1.486
64 F -4.65759 -0.81362 6.48769  C63 1.324
65 F -3.33802 -0.61291 4.75011  C63 1.344
66 C -2.53010 -1.78954 6.56455  C63 1.486, F67 1.381, F68 1.338, H72 1.090
67 F -2.83862 -3.07431 6.16387  C66 1.381
68 F -1.27839 -1.51097 6.18321  C66 1.338
69 H -4.36769 1.11755 8.76793  C56 1.090
70 H -2.67732 2.19583 5.48621  C61 1.090
71 H -4.33060 1.79784 5.55734  C61 1.090
72 H -2.34941 -1.82450 7.63890  C66 1.090
73 O 2.81510 -6.62304 5.25220  C74 1.282
74 C 2.41245 -5.50583 4.76952  O73 1.282, C75 1.465, O78 1.347
75 C 3.03991 -4.70799 3.71315  C74 1.465, C76 1.518, H79 1.090, H80 1.090
76 C 2.43768 -3.33551 3.95670  C75 1.518, C77 1.516, H81 1.090, H82 1.090
77 C 1.06951 -3.74649 4.46320  C76 1.516, O78 1.435, H83 1.090, H84 1.090
78 O 1.23630 -4.98546 5.16829  C74 1.347, C77 1.435
79 H 4.11452 -4.80893 3.86521  C75 1.090
80 H 2.78494 -5.26200 2.80973  C75 1.090
81 H 3.00630 -2.84803 4.74862  C76 1.090
82 H 2.31920 -2.59764 3.16322  C76 1.090
83 H 0.74387 -2.93438 5.11322  C77 1.090
84 H 0.30383 -3.68325 3.69001  C77 1.090
85 O 4.80966 3.47250 -6.64492  C86 1.237
86 C 3.75298 2.84069 -6.76283  O85 1.237, C87 1.573, O90 1.354
87 C 2.28928 3.41402 -6.71127  C86 1.573, C88 1.460, H91 1.090, H92 1.090
88 C 1.45765 2.21567 -6.64687  C87 1.460, C89 1.547, H93 1.090, H94 1.090
89 C 2.35429 1.12074 -7.27230  C88 1.547, O90 1.400, H95 1.090, H96 1.090
90 O 3.68019 1.52535 -7.07646  C86 1.354, C89 1.400
91 H 2.18642 4.16690 -5.92980  C87 1.090
92 H 2.12784 4.00620 -7.61203  C87 1.090
93 H 1.29775 1.98382 -5.59388  C88 1.090
94 H 0.53124 2.30670 -7.21395  C88 1.090
95 H 2.11419 0.19886 -6.74258  C89 1.090
96 H 2.17275 1.05712 -8.34520  C89 1.090
97 O -3.06217 2.00074 2.77580  C98 1.210
98 C -3.68873 1.70219 1.78502  O97 1.210, C99 1.554, O102 1.361
99 C -4.41377 0.39268 1.36641  C98 1.554, C100 1.556, H103 1.090, H104 1.090
100 C -5.23182 0.83689 0.11999  C99 1.556, C101 1.520, H105 1.090, H106 1.090
101 C -4.47473 2.04819 -0.39914  C100 1.520, O102 1.397, H107 1.090, H108 1.090
102 O -3.80275 2.54377 0.72142  C98 1.361, C101 1.397
103 H -3.71736 -0.33485 0.94949  C99 1.090
104 H -5.02860 0.01266 2.18230  C99 1.090
105 H -5.28416 0.00132 -0.57799  C100 1.090
106 H -6.24629 1.02086 0.47369  C100 1.090
107 H -3.84544 1.78735 -1.25006  C101 1.090
108 H -5.23734 2.77223 -0.68599  C101 1.090
109 O -4.59398 -2.37097 -0.16673  C110 1.236
110 C -4.31828 -2.83199 -1.28007  O109 1.236, C111 1.595, O114 1.378
111 C -2.87224 -3.28442 -1.77839  C110 1.595, C112 1.512, H115 1.090, H116 1.090
112 C -3.10628 -3.32694 -3.27140  C111 1.512, C113 1.524, H117 1.090, H118 1.090
113 C -4.59338 -3.63094 -3.40995  C112 1.524, O114 1.430, H119 1.090, H120 1.090
114 O -5.20972 -2.93255 -2.32542  C110 1.378, C113 1.430
115 H -2.10521 -2.52876 -1.60883  C111 1.090
116 H -2.78179 -4.29371 -1.37681  C111 1.090
117 H -2.91764 -2.33398 -3.67949  C112 1.090
118 H -2.47570 -4.01737 -3.83155  C112 1.090
119 H -4.95071 -3.23574 -4.36086  C113 1.090
120 H -4.70894 -4.70375 -3.25558  C113 1.090
121 O -0.93335 5.73003 2.89371  C122 1.237
122 C -0.20028 4.74441 3.03648  O121 1.237, C123 1.505, O126 1.450
123 C 0.67650 4.42589 4.21713  C122 1.505, C124 1.497, H127 1.090, H128 1.090
124 C 0.96278 2.95739 4.16857  C123 1.497, C125 1.517, H129 1.090, H130 1.090
125 C 0.83629 2.65696 2.68724  C124 1.517, O126 1.461, H131 1.090, H132 1.090
126 O -0.12656 3.60866 2.13886  C122 1.450, C125 1.461
127 H 1.59462 4.97332 4.00385  C123 1.090
128 H 0.26466 4.72732 5.18026  C123 1.090
129 H 1.97959 2.76220 4.50933  C124 1.090
130 H 0.40905 2.44379 4.95451  C124 1.090
131 H 1.78574 2.73044 2.15692  C125 1.090
132 H 0.37774 1.70715 2.41214  C125 1.090
133 O 2.96707 -1.01864 -2.47787  C134 1.213
134 C 3.15104 -1.83614 -3.35493  O133 1.213, C135 1.495, O138 1.317
135 C 3.90006 -1.58870 -4.62464  C134 1.495, C136 1.519, H139 1.090, H140 1.090
136 C 3.63565 -2.85453 -5.42139  C135 1.519, C137 1.503, H141 1.090, H142 1.090
137 C 3.26177 -3.84975 -4.35893  C136 1.503, O138 1.431, H143 1.090, H144 1.090
138 O 2.62280 -3.04267 -3.36464  C134 1.317, C137 1.431
139 H 3.73144 -0.65262 -5.15701  C135 1.090
140 H 4.94765 -1.53670 -4.32808  C135 1.090
141 H 2.84271 -2.86279 -6.16923  C136 1.090
142 H 4.57552 -3.03140 -5.94431  C136 1.090
143 H 2.58026 -4.65771 -4.62506  C137 1.090
144 H 4.18666 -4.29297 -3.98982  C137 1.090
145 O 0.09107 -6.62495 2.50688  C146 1.200
146 C -0.87375 -5.91265 2.53902  O145 1.200, C147 1.566, O150 1.339
147 C -1.82780 -5.74781 3.77046  C146 1.566, C148 1.470, H151 1.090, H152 1.090
148 C -3.10242 -5.33313 3.16588  C147 1.470, C149 1.551, H153 1.090, H154 1.090
149 C -2.65078 -4.59970 1.87580  C148 1.551, O150 1.442, H155 1.090, H156 1.090
150 O -1.36057 -5.15442 1.54870  C146 1.339, C149 1.442
151 H -2.10551 -6.72505 4.16541  C147 1.090
152 H -1.42629 -5.00725 4.46216  C147 1.090
153 H -3.76947 -6.14371 2.87242  C148 1.090
154 H -3.64103 -4.72846 3.89552  C148 1.090
155 H -3.32532 -4.69215 1.02459  C149 1.090
156 H -2.53567 -3.52579 2.02267  C149 1.090
157 O -4.36841 0.27015 -6.68191  C158 1.232
158 C -3.83870 1.36542 -6.48835  O157 1.232, C159 1.541, O162 1.330
159 C -2.53695 1.88170 -5.84473  C158 1.541, C160 1.531, H163 1.090, H164 1.090
160 C -2.70068 3.40358 -5.88544  C159 1.531, C161 1.491, H165 1.090, H166 1.090
161 C -3.63609 3.68745 -7.01104  C160 1.491, O162 1.449, H167 1.090, H168 1.090
162 O -4.36187 2.43566 -7.07900  C158 1.330, C161 1.449
163 H -2.31968 1.47665 -4.85638  C159 1.090
164 H -1.82444 1.49706 -6.57444  C159 1.090
165 H -3.13975 3.70258 -4.93365  C160 1.090
166 H -1.75577 3.88740 -6.13276  C160 1.090
167 H -4.33686 4.48676 -6.76992  C161 1.090
168 H -3.16453 3.85521 -7.97933  C161 1.090

Its multiplicity is 1. The highest occupied orbital energy is -9.540 eV. As for the total charge: 0. As for the SMILES: FC(F)C(F)(F)COC(F)(F)C(F)F.FC(F)C(F)(F)COC(F)(F)C(F)F.FC(F)C(F)(F)COC(F)(F)C(F)F.FC(F)C(F)(F)COC(F)(F)C(F)F.O=C1CCCO1.O=C1CCCO1.O=C1CCCO1.O=C1CCCO1.O=C1CCCO1.O=C1CCCO1.O=C1CCCO1.O=C1CCCO1.

Löwdin population analysis, charges in e, atoms 1 to 99: atom 1 (F): 0.119, atom 2 (C): -0.315, atom 3 (F): 0.101, atom 4 (C): -0.459, atom 5 (F): 0.153, atom 6 (F): 0.115, atom 7 (C): -0.089, atom 8 (O): 0.003, atom 9 (C): -0.475, atom 10 (F): 0.188, atom 11 (F): 0.132, atom 12 (C): -0.318, atom 13 (F): 0.095, atom 14 (F): 0.154, atom 15 (H): 0.170, atom 16 (H): 0.132, atom 17 (H): 0.144, atom 18 (H): 0.173, atom 19 (F): 0.120, atom 20 (C): -0.374, atom 21 (F): 0.142, atom 22 (C): -0.467, atom 23 (F): 0.179, atom 24 (F): 0.082, atom 25 (C): -0.078, atom 26 (O): 0.011, atom 27 (C): -0.432, atom 28 (F): 0.133, atom 29 (F): 0.154, atom 30 (C): -0.291, atom 31 (F): 0.119, atom 32 (F): 0.101, atom 33 (H): 0.144, atom 34 (H): 0.148, atom 35 (H): 0.145, atom 36 (H): 0.168, atom 37 (F): 0.107, atom 38 (C): -0.283, atom 39 (F): 0.050, atom 40 (C): -0.469, atom 41 (F): 0.156, atom 42 (F): 0.131, atom 43 (C): -0.035, atom 44 (O): 0.004, atom 45 (C): -0.506, atom 46 (F): 0.152, atom 47 (F): 0.176, atom 48 (C): -0.231, atom 49 (F): 0.067, atom 50 (F): 0.095, atom 51 (H): 0.154, atom 52 (H): 0.128, atom 53 (H): 0.134, atom 54 (H): 0.154, atom 55 (F): 0.142, atom 56 (C): -0.400, atom 57 (F): 0.132, atom 58 (C): -0.430, atom 59 (F): 0.160, atom 60 (F): 0.090, atom 61 (C): -0.025, atom 62 (O): 0.020, atom 63 (C): -0.566, atom 64 (F): 0.180, atom 65 (F): 0.153, atom 66 (C): -0.271, atom 67 (F): 0.086, atom 68 (F): 0.094, atom 69 (H): 0.167, atom 70 (H): 0.132, atom 71 (H): 0.147, atom 72 (H): 0.180, atom 73 (O): 0.042, atom 74 (C): -0.438, atom 75 (C): -0.101, atom 76 (C): -0.139, atom 77 (C): -0.181, atom 78 (O): 0.054, atom 79 (H): 0.126, atom 80 (H): 0.143, atom 81 (H): 0.128, atom 82 (H): 0.098, atom 83 (H): 0.111, atom 84 (H): 0.094, atom 85 (O): 0.088, atom 86 (C): -0.399, atom 87 (C): -0.093, atom 88 (C): -0.173, atom 89 (C): -0.164, atom 90 (O): 0.022, atom 91 (H): 0.126, atom 92 (H): 0.129, atom 93 (H): 0.104, atom 94 (H): 0.114, atom 95 (H): 0.114, atom 96 (H): 0.132, atom 97 (O): 0.097, atom 98 (C): -0.414, atom 99 (C): -0.054

---

No. 2
Density functional theory data (ωB97M-V/def2-TZVPD) for a 3-piece molecular cluster, CHCl2N3O2 overall at a distorted geometry.

Last columns: bonded neighbours and bond lengths (Å).
CARTESIAN COORDINATES (ANGSTROEM)
1 N 0.36533 -2.90283 -0.25348  N2 1.090
2 N 0.89272 -1.99371 -0.54059  N1 1.090, O3 1.149
3 O 1.50639 -1.06337 -0.81888  N2 1.149
4 O -0.35077 0.05126 1.89048  C5 1.178
5 C 0.03073 0.93069 1.20657  O4 1.178, N6 1.161
6 N 0.65937 1.51412 0.42406  C5 1.161, Cl7 1.671
7 Cl 0.85486 3.05922 -0.18112  N6 1.671
8 Cl -2.24670 0.74704 -0.92066  H9 1.219
9 H -1.71193 -0.34242 -0.80638  Cl8 1.219

Its multiplicity is 1. The highest occupied orbital energy is -10.649 eV. As for the total charge: 0. As for the SMILES: N#[N+][O-].O=C=NCl.Cl.

From a Löwdin analysis of the wavefunction, the atomic charges in e read: atom 1 (N): 0.242, atom 2 (N): -0.330, atom 3 (O): 0.103, atom 4 (O): 0.121, atom 5 (C): -0.519, atom 6 (N): -0.380, atom 7 (Cl): 0.661, atom 8 (Cl): 0.407, atom 9 (H): -0.305

---

Across the entries above, LUMO energy takes the values -0.1633, -0.0110 eV, respectively.